C26H57N2O7V | the ωB97M-V functional and the def2-TZVPD basis

Geometry as XYZ:
```
93
C26H57N2O7V the ωB97M-V functional and the def2-TZVPD basis
O 10.54363 10.75529 11.40308
V 9.84563 10.07353 10.10802
C 11.96788 13.16344 8.07144
C 11.07292 11.92733 7.75132
C 11.05264 11.40595 6.29019
O 11.33414 10.86663 8.68063
H 13.00301 12.87881 7.88276
H 11.78302 13.59524 9.05504
H 11.72329 13.90035 7.30643
H 10.05975 12.20687 8.04018
H 10.69043 12.23602 5.68364
H 10.34645 10.61104 6.05037
H 12.08431 11.21401 5.99537
C 8.48875 13.26433 10.66849
C 7.36485 12.28820 10.42799
C 6.51330 12.82795 9.25520
O 7.81707 11.04381 10.12118
H 9.01602 13.03649 11.59487
H 8.12921 14.26182 10.92116
H 9.26736 13.29735 9.90639
H 6.73211 12.26898 11.31533
H 7.04610 12.75091 8.30742
H 6.22292 13.86199 9.44105
H 5.59127 12.24877 9.20501
C 12.74150 8.68150 12.38116
C 11.60542 7.69701 12.87772
C 11.27654 8.15745 14.34205
C 10.00592 7.43259 14.91049
C 8.81675 7.76247 14.05469
C 9.05498 7.30132 12.58335
N 10.36646 7.84700 12.05925
O 10.52494 7.90343 10.65664
C 7.80591 7.89328 11.86736
C 8.88702 5.70804 12.60174
C 12.22462 6.28775 12.78435
H 13.63076 8.59185 13.00508
H 12.43420 9.71904 12.51226
H 12.91797 8.49960 11.32103
H 11.00658 9.21318 14.31632
H 12.13706 8.08030 15.00662
H 9.72487 7.77416 15.90670
H 10.23387 6.37731 15.06055
H 8.60366 8.81925 14.21567
H 7.96166 7.41167 14.63250
H 7.89723 8.96951 12.01394
H 6.81929 7.53525 12.16149
H 7.84925 7.65205 10.80527
H 9.43698 5.32521 13.46143
H 9.34559 5.34267 11.68286
H 7.83193 5.43623 12.57020
H 12.23713 5.98001 11.73877
H 11.76209 5.46929 13.33598
H 13.26347 6.18845 13.09905
C 14.17400 10.73859 15.09029
C 14.64323 12.23778 14.79906
C 14.63089 12.51387 13.25783
C 13.31850 13.06487 12.73802
C 12.81766 14.21430 13.59434
C 12.58252 13.83965 15.09296
N 13.81426 13.17566 15.55375
O 13.84461 12.94088 16.91311
C 12.40367 15.22518 15.88090
C 11.26156 12.97306 15.24821
C 16.07635 12.30024 15.20542
H 13.90348 10.55611 16.13030
H 14.88555 9.99046 14.74085
H 13.31198 10.47510 14.47743
H 15.44803 13.13712 12.89458
H 14.73398 11.61271 12.65337
H 12.53804 12.30615 12.79567
H 13.48780 13.24103 11.67576
H 11.81595 14.47334 13.25146
H 13.43364 15.10602 13.47815
H 12.41326 15.20551 16.97069
H 13.18086 15.97563 15.73634
H 11.48371 15.72055 15.57045
H 11.15110 12.79092 16.31719
H 10.28722 13.37933 14.97674
H 11.35189 11.99043 14.78520
H 16.77381 11.66243 14.66242
H 16.23087 11.92759 16.21802
H 16.47636 13.31323 15.16116
H 13.23029 12.21616 17.05092
C 8.45561 8.41091 7.22982
C 7.58638 9.63279 6.93197
O 6.48972 9.73549 7.76408
O 8.78411 8.31162 8.55931
H 9.29119 8.43719 6.53037
H 7.99071 7.46119 6.96522
H 7.27702 9.71557 5.89008
H 8.18426 10.51421 7.16375
H 6.73896 10.10837 8.61287
H 8.96541 7.38540 8.73494
```

Results
Energy relative to the best compared isomer or geometry (same formula, charge and spin) ... 74.1 kcal per mole
Frontier orbital gap (spin up / spin down) ... 6.433 / 6.533 eV
Charge ... -1
DFT total energy ... -70883.8315 eV
Spin multiplicity ... 2

---

C26H58BN2O2 | the ωB97M-V functional and the def2-TZVPD basis

Geometry as XYZ:
```
89
C26H58BN2O2 the ωB97M-V functional and the def2-TZVPD basis
C 0.50902 -2.72522 0.34479
C 1.70072 -3.36694 1.06238
C 2.68537 -2.28109 1.54777
C 2.37614 -1.84720 2.99392
C 2.79905 -0.41001 3.31313
C 1.63248 0.59704 3.38177
C 0.49331 0.35804 2.38113
C -0.19746 1.64046 1.87086
C -0.20791 1.67618 0.35088
C -0.97008 2.84549 -0.24035
C -1.45009 2.67351 -1.70469
B -0.46571 1.85739 -2.74265
C -1.28830 1.45628 -4.13836
C -0.52134 0.39029 -4.93776
C -1.30620 -0.89609 -5.19329
N -0.50791 -2.12131 -4.96478
C 0.81924 2.83988 -3.18593
C 2.18787 2.29100 -2.78656
C 3.37384 3.10890 -3.39419
C 4.00891 4.04061 -2.36721
N 4.50972 5.32169 -2.91666
H 0.84755 -1.81651 -0.13912
H 0.14259 -3.39334 -0.42370
H -0.29647 -2.44108 1.01042
H 2.20729 -4.08285 0.42138
H 1.38115 -3.89724 1.95697
H 3.69416 -2.68606 1.52943
H 2.64172 -1.42919 0.88138
H 1.32573 -2.01239 3.20748
H 2.92822 -2.54430 3.62109
H 3.52175 -0.06680 2.57614
H 3.29862 -0.40314 4.27861
H 1.25646 0.58165 4.40385
H 2.02976 1.59407 3.21209
H 0.91364 -0.14524 1.52327
H -0.22319 -0.32362 2.81862
H -1.22798 1.60973 2.22311
H 0.24814 2.52586 2.32317
H 0.81563 1.70008 -0.02228
H -0.63689 0.74106 0.00265
H -1.85053 3.03835 0.38002
H -0.37383 3.75429 -0.16222
H -2.47116 2.28185 -1.71186
H -1.54042 3.68782 -2.10496
H -0.02400 0.80714 -2.29413
H -1.43698 2.33582 -4.76410
H -2.27431 1.05684 -3.88225
H -0.20386 0.80046 -5.89688
H 0.39388 0.11377 -4.41613
H -2.15202 -0.90858 -4.51270
H -1.71866 -0.92620 -6.20246
H -0.64582 -2.79405 -5.70662
H 0.47363 -1.88584 -4.89804
H 0.85843 2.97375 -4.26979
H 0.68424 3.83604 -2.74945
H 2.26852 1.27610 -3.16240
H 2.30021 2.31399 -1.70508
H 2.95328 3.68674 -4.21189
H 4.11190 2.43776 -3.82597
H 3.28817 4.27134 -1.59221
H 4.85059 3.52871 -1.90272
H 4.78316 5.18634 -3.88179
H 3.76374 6.00388 -2.88071
C -1.70992 -0.81314 7.22349
C -0.53627 -1.78589 7.17292
C -0.72161 -2.42184 5.80226
O -1.32392 -1.42684 4.97411
C -1.77467 -0.33644 5.77900
H -1.57473 0.00369 7.93139
H -2.62714 -1.34558 7.48741
H 0.40675 -1.23518 7.20738
H -0.53342 -2.51684 7.98084
H -1.39356 -3.28636 5.85134
H 0.21942 -2.74033 5.35169
H -1.10769 0.51645 5.61128
H -2.78087 -0.05403 5.46764
C -3.72229 -2.06627 -2.67478
C -4.55716 -2.37269 -1.43425
C -3.55067 -3.11121 -0.55982
O -2.27204 -2.57595 -0.88059
C -2.35956 -1.77169 -2.06452
H -4.10325 -1.23758 -3.26991
H -3.66708 -2.95063 -3.31558
H -4.86302 -1.44142 -0.95141
H -5.45243 -2.96121 -1.63766
H -3.54605 -4.18616 -0.78138
H -3.73808 -2.97966 0.50803
H -2.26732 -0.71905 -1.77899
H -1.53014 -2.02004 -2.72429
```

Results
Frontier orbital gap ... 7.217 eV
Charge ... -1
DFT total energy ... -35654.0339 eV
Spin multiplicity ... 1

---

C26H59BrI2N4O3P2SSi2 | the ωB97M-V functional and the def2-TZVPD basis

Geometry as XYZ:
```
100
C26H59BrI2N4O3P2SSi2 the ωB97M-V functional and the def2-TZVPD basis
C 3.57286 -0.70225 3.54906
C 4.10871 -2.00230 2.91029
C 4.00575 -2.04825 1.36651
C 3.10876 -3.18509 0.85950
C 1.66830 -2.93077 1.32510
C 0.38164 -3.38811 0.60099
P 0.37926 -5.33465 0.41518
O 1.97601 -5.63802 0.35696
I -0.28945 -6.20179 -1.81474
C -0.76071 -3.31510 1.67928
C -0.72899 -2.31007 2.84836
Br -1.09768 -3.37000 4.50588
C -1.63590 -1.06401 2.79670
C -2.78842 -0.90380 3.79532
N -2.03708 -3.40680 0.99730
O -3.15547 -3.39492 1.81274
C -2.17514 -3.60504 -0.32250
N -3.19390 -4.32105 -0.80331
C -4.19519 -5.10382 -0.09555
I -3.35267 -6.57118 1.22009
C -5.07612 -5.78945 -1.13739
C -6.30786 -6.44283 -0.49343
N -1.27377 -3.10760 -1.20088
C -1.81031 -2.59181 -2.46539
C -0.04169 -2.53433 -0.64280
C -0.40656 -1.07101 -0.16170
S -0.16985 0.28882 -1.37691
C -1.21524 1.61752 -0.69475
C -1.48379 1.57734 0.80024
P 1.25646 -2.25569 -2.06066
C 2.13896 -3.82391 -2.37559
O 2.47337 -1.41690 -1.35443
H 2.71305 -0.92074 4.18371
H 4.32363 -0.26245 4.19829
H 3.26022 0.02458 2.80408
H 3.58535 -2.85742 3.33428
H 5.15869 -2.10919 3.17067
H 4.98680 -2.15662 0.90825
H 3.61917 -1.08722 1.02276
H 3.26166 -3.29015 -0.20465
H 3.49110 -4.09045 1.32442
H 1.57171 -1.85682 1.50191
H 1.60270 -3.36176 2.32754
H 2.13424 -6.50488 -0.03382
H -0.65745 -4.27917 2.19159
H 0.26660 -1.98311 3.10068
H -2.08697 -0.94590 1.81587
H -1.00616 -0.18662 2.94193
H -2.44622 -0.67953 4.79851
H -3.34521 -0.02271 3.46465
H -3.48867 -1.73169 3.77355
H -3.74806 -2.72759 1.44483
H -3.31020 -4.33855 -1.80110
H -4.84260 -4.46241 0.49495
H -4.49371 -6.52361 -1.68768
H -5.43947 -4.99031 -1.78838
H -7.20124 -6.27356 -1.08480
H -6.14954 -7.50650 -0.34453
H -6.49633 -6.02661 0.49686
H -2.67698 -1.95188 -2.28924
H -1.07363 -2.02012 -3.01179
H -2.14346 -3.40670 -3.11258
H 0.14541 -0.80726 0.73562
H -1.47139 -1.06131 0.05342
H -0.66328 2.52708 -0.90174
H -2.13808 1.65386 -1.26896
H -2.25927 0.85973 1.05793
H -0.56868 1.40367 1.36051
H -1.86285 2.55514 1.09661
H 2.31386 -4.47318 -1.52640
H 3.08993 -3.51986 -2.81450
H 1.58909 -4.35030 -3.14937
H 2.17371 -0.83131 -0.65355
C 1.39630 4.58225 0.60840
Si 1.12415 5.67351 -0.92746
C -0.76494 5.83812 -1.09933
C 1.71683 4.62803 -2.40149
N 1.92996 7.11062 -0.72322
Si 1.98914 8.39201 -1.79991
C 0.30120 9.17631 -2.17856
C 2.77507 7.97141 -3.47693
C 3.04944 9.77562 -1.06298
H 0.87851 3.61398 0.51926
H 2.46118 4.38311 0.74467
H 1.01931 5.08641 1.50081
H -1.27102 4.86557 -0.99287
H -1.04463 6.23838 -2.07621
H -1.15479 6.50320 -0.32701
H 2.80647 4.57040 -2.40457
H 1.38789 5.05368 -3.35203
H 1.32598 3.59997 -2.35500
H -0.31063 8.53069 -2.81413
H 0.41492 10.13319 -2.70227
H -0.24361 9.36296 -1.25089
H 3.71211 7.43098 -3.32830
H 2.99613 8.87867 -4.05212
H 2.11351 7.35302 -4.08926
H 4.06108 9.41337 -0.86816
H 2.61959 10.12002 -0.11996
H 3.11915 10.63484 -1.74021
```

Results
Frontier orbital gap ... 3.491 eV
DFT total energy ... -171431.7513 eV
Spin multiplicity ... 1

---

C26H59ClN5O10 | the ωB97M-V functional and the def2-TZVPD basis

Geometry as XYZ:
```
101
C26H59ClN5O10 the ωB97M-V functional and the def2-TZVPD basis
N 0.86388 -1.77945 -2.16095
H 0.33257 -2.24286 -1.40782
H 1.66715 -2.24038 -2.57868
H 1.28508 -0.82804 -1.95957
H 0.12367 -1.73544 -2.88385
N -0.50212 0.80219 0.23108
H -1.53725 0.79428 0.29220
H -0.15600 1.61742 0.74419
H -0.16250 0.90897 -0.74729
H -0.14446 -0.05341 0.68370
C 0.24039 -3.44461 2.67790
C -0.09859 -2.79614 1.50641
C -1.06660 -3.39985 0.54538
O -1.36377 -2.87514 -0.59589
C -1.65352 -4.62659 0.82282
C -1.36915 -5.36214 2.02605
C -0.38775 -4.68674 3.08312
O -0.22121 -5.20877 4.17999
O -1.77112 -6.51388 2.20684
O 0.55115 -1.72143 1.22835
H 0.99993 -3.10103 3.36546
H -2.40909 -4.96733 0.12796
O 1.55871 0.79636 -1.77814
C 1.59053 1.66919 -2.88470
C 1.75022 3.20621 -2.74219
O 2.94375 3.71905 -2.34160
H 0.65472 1.50829 -3.49414
H 2.27336 1.21574 -3.63754
H 0.94929 3.54637 -2.03483
H 1.35372 3.68207 -3.67910
Cl 0.87568 4.73425 2.22966
O 0.18396 3.55014 1.72884
O 2.19479 4.78705 1.66179
O 0.15697 5.90226 1.75289
O 0.98213 4.71423 3.66708
C -5.02629 -0.75839 1.55043
C -3.59752 -0.46457 1.10013
N -3.02240 0.87426 1.39804
C -3.07353 1.11540 2.85797
C -1.88447 0.35865 3.50814
C -3.78666 1.83827 0.57715
C -3.27995 3.27283 0.81807
H -5.65642 0.02044 1.11829
H -5.16569 -0.80079 2.63187
H -5.32318 -1.75629 1.22457
H -2.95894 -1.23629 1.53659
H -3.56907 -0.65745 0.02478
H -2.96007 2.18069 3.05042
H -3.99605 0.79401 3.35243
H -1.94748 -0.70014 3.28631
H -0.99661 0.91552 3.22436
H -2.05630 0.54308 4.57332
H -4.86016 1.94334 0.78279
H -3.63591 1.56148 -0.46513
H -3.72379 3.69385 1.71908
H -3.65970 3.87721 -0.01091
H -2.19240 3.34045 0.83045
C 5.56606 3.44321 2.88177
C 4.94149 2.23245 3.56545
N 4.61102 1.16851 2.62618
C 5.78025 0.37980 2.35110
C 5.71441 -0.68561 1.25991
C 3.43113 0.39178 3.08095
C 2.18366 1.19329 2.81620
H 5.40828 4.24951 3.60956
H 5.00956 3.69539 1.98121
H 6.64378 3.44815 2.71104
H 5.56904 1.75536 4.34756
H 4.08945 2.56765 4.15533
H 6.61945 1.04205 2.10499
H 6.19417 -0.05175 3.29074
H 5.15946 -1.55205 1.62030
H 5.37143 -0.28823 0.30678
H 6.72708 -1.06386 1.08279
H 3.54329 0.20510 4.15965
H 3.42462 -0.52826 2.49817
H 2.05005 1.54266 1.79343
H 2.16763 2.07712 3.46057
H 1.24884 0.69054 3.07792
C -2.63441 -3.51568 -5.10307
C -1.57211 -3.11103 -4.07441
N -1.39745 -1.64438 -4.01143
C -0.97695 -0.97715 -5.25482
C 0.34416 -1.53623 -5.77319
C -2.54006 -0.98726 -3.40550
C -2.23690 0.41701 -2.94185
H -3.62493 -3.28377 -4.70250
H -2.77302 -4.60315 -5.12103
H -2.45957 -3.06252 -6.07430
H -1.96613 -3.35917 -3.08302
H -0.61635 -3.63666 -4.03225
H -1.72019 -1.03658 -6.06256
H -0.83362 0.06283 -4.96370
H 0.62496 -0.92710 -6.63092
H 1.05333 -1.57287 -4.94926
H 0.23727 -2.56585 -6.12810
H -2.92318 -1.55972 -2.55661
H -3.44356 -0.90648 -4.03818
H -1.20380 0.45400 -2.57368
H -2.82442 0.75075 -2.08871
H -2.28312 1.16178 -3.73710
```

Results
Energy relative to the best compared isomer or geometry (same formula, charge and spin) ... 23.0 kcal per mole
Frontier orbital gap ... 3.163 eV
Charge ... -3
DFT total energy ... -68353.9431 eV
Spin multiplicity ... 1

---

C26H59O17P3S | the ωB97M-V functional and the def2-TZVPD basis

Geometry as XYZ:
```
106
C26H59O17P3S the ωB97M-V functional and the def2-TZVPD basis
O 7.70869 1.11589 0.68271
C 7.28338 0.48937 1.61474
O 7.62891 -0.82895 1.76468
C 6.36299 1.07126 2.66816
C 5.14204 1.77186 2.03489
C 4.53053 0.91572 0.92059
C 3.03511 1.16492 0.70359
C 2.13628 0.99559 1.94828
C 1.21842 -0.23261 1.83599
C 2.10397 -1.42772 1.42995
S 2.52173 -1.16305 -0.28028
O 1.41667 -1.61277 -1.06939
O 3.78792 -1.75512 -0.58564
O 2.51835 0.42217 -0.42618
H 6.86436 -1.30003 2.11536
H 6.00287 0.31475 3.36838
H 6.95305 1.80034 3.22500
H 5.51421 2.72272 1.65195
H 4.44544 2.01019 2.83734
H 4.76361 -0.14211 1.05950
H 5.01795 1.21456 -0.00846
H 2.96602 2.21011 0.40584
H 2.72058 0.89752 2.86185
H 1.47161 1.85563 2.02939
H 0.52218 -0.10826 1.00779
H 0.68681 -0.41543 2.76561
H 3.00769 -1.36658 2.03792
H 1.62365 -2.39513 1.53401
O -3.29068 2.13270 -0.10594
P -4.20133 0.98197 -0.04674
O -4.08094 0.20256 1.34040
C -4.42492 0.87143 2.56243
C -5.92436 0.92296 2.78772
O -3.55706 -0.14795 -1.00795
C -2.51548 0.16639 -1.93734
C -1.16261 -0.21798 -1.38251
O -5.71602 0.66237 -0.40046
C -6.30397 1.27310 -1.57718
C -6.05523 0.44138 -2.82100
H -3.99278 1.87573 2.56941
H -3.94904 0.30260 3.36032
H -6.41347 1.56642 2.05556
H -6.14618 1.31143 3.78216
H -6.36041 -0.07090 2.68802
H -2.54236 1.22219 -2.20964
H -2.72127 -0.40719 -2.84398
H -1.00644 0.24047 -0.40572
H -0.36169 0.09673 -2.05001
H -1.09236 -1.29579 -1.25137
H -5.92836 2.29052 -1.70217
H -7.37478 1.33498 -1.38960
H -5.04587 0.58760 -3.20345
H -6.75140 0.73214 -3.60852
H -6.17526 -0.61932 -2.60433
O -10.70231 1.64566 1.51285
P -11.90212 0.80236 1.43426
O -12.11795 -0.04748 2.76331
C -12.35290 0.62500 4.00949
C -13.78790 1.09575 4.14754
O -11.52179 -0.41007 0.42735
C -10.36117 -0.34855 -0.39954
C -9.22035 -1.13624 0.20584
O -13.40847 0.94641 0.95483
C -13.71974 1.75218 -0.20961
C -13.62120 0.94952 -1.49155
H -11.65476 1.45904 4.11739
H -12.12287 -0.09944 4.78905
H -14.01235 1.89238 3.43697
H -13.96684 1.47696 5.15325
H -14.47922 0.27730 3.94790
H -10.06709 0.68618 -0.58188
H -10.63873 -0.78084 -1.36397
H -9.01143 -0.81983 1.22777
H -8.31163 -1.01804 -0.38786
H -9.46836 -2.19785 0.24579
H -13.07176 2.63037 -0.24314
H -14.73984 2.10251 -0.06474
H -12.58573 0.82942 -1.80799
H -14.15444 1.46171 -2.29290
H -14.04287 -0.04516 -1.35529
O 12.14071 -2.99042 -1.18979
P 12.48740 -1.85174 -2.04994
O 13.87687 -1.19385 -1.62110
C 15.08122 -1.96734 -1.69522
C 15.62507 -2.05312 -3.10886
O 11.49822 -0.64914 -1.62202
C 10.33762 -0.88230 -0.81467
C 10.59544 -0.52914 0.63125
O 12.49895 -1.50896 -3.60242
C 11.43611 -2.00822 -4.45197
C 10.24728 -1.06797 -4.47642
H 14.90738 -2.96424 -1.28170
H 15.80118 -1.46479 -1.05084
H 14.96434 -2.63676 -3.75112
H 16.60687 -2.52786 -3.10980
H 15.70905 -1.05855 -3.54655
H 10.00039 -1.91471 -0.91019
H 9.54737 -0.24258 -1.21134
H 11.47340 -1.05039 1.01589
H 9.72831 -0.78946 1.23813
H 10.78428 0.54118 0.73123
H 11.13953 -3.00995 -4.13411
H 11.86661 -2.09396 -5.44811
H 9.63339 -1.17800 -3.58356
H 9.61770 -1.28677 -5.33953
H 10.57845 -0.03166 -4.52396
```

Results
Energy relative to the best compared isomer or geometry (same formula, charge and spin) ... 0.0 kcal per mole
Frontier orbital gap ... 10.218 eV
SMILES ... O=C(O)CCC[C@@H]1CCCS(=O)(=O)O1.CCOP(=O)(OCC)OCC.CCOP(=O)(OCC)OCC.CCOP(=O)(OCC)OCC
DFT total energy ... -101434.7953 eV
Spin multiplicity ... 1